{"formula": "C5H13N", "method": "wB97M-V/def2-TZVPD", "charge": -1, "relative_energy_kj_mol": 16.2, "spin_multiplicity": 2, "total_energy_ha": -252.99531, "elements": ["C", "C", "C", "C", "C", "N", "H", "H", "H", "H", "H", "H", "H", "H", "H", "H", "H", "H", "H"], "xyz": [[-0.3586, 1.3191, -0.5159], [0.2201, -0.0222, -0.0656], [0.7126, -0.0305, 1.3848], [-0.8867, -1.0854, -0.2443], [-0.3897, -2.5154, -0.1088], [0.5835, 2.4401, -0.6089], [-1.1818, 1.5591, 0.1536], [-0.7302, 1.1266, -1.5224], [1.0159, -0.3207, -0.7588], [1.6564, -0.5903, 1.4523], [0.0116, -0.5589, 2.0385], [0.9089, 0.9833, 1.7489], [-1.7037, -0.7855, 0.4035], [-1.2470, -0.9488, -1.2735], [0.2914, -2.7419, -0.9312], [-1.2622, -3.1849, -0.2011], [0.0726, -2.7241, 0.8558], [0.5568, 2.9798, 0.2530], [1.5385, 2.0780, -0.5892]], "forces_ev_per_angstrom": [[0.628, -0.458, -0.327], [-0.574, -0.563, 0.331], [0.557, -0.111, -0.311], [0.758, 0.871, -0.788], [-1.037, -0.139, 0.078], [0.410, 0.056, 0.473], [-0.177, 0.235, -0.101], [-0.451, 0.197, -0.097], [0.149, 0.306, 0.060], [-0.055, 0.056, 0.176], [0.016, 0.299, 0.085], [-0.074, -0.130, 0.156], [-0.226, -0.404, 0.335], [-0.198, -0.215, 0.015], [0.138, -0.067, 0.158], [0.347, -0.062, -0.002], [0.177, 0.096, -0.046], [-0.192, 0.065, 0.043], [-0.194, -0.032, -0.237]], "nbo_charge": [-0.28, -0.29, -1.15, -0.42, -0.68, -0.88, 0.18, 0.16, 0.17, 0.19, 0.19, 0.18, 0.19, 0.18, 0.19, 0.19, 0.21, 0.33, 0.34]}